Here is a 2-piece molecular cluster, C5H12NO2 overall in a non-equilibrium geometry from the OMol25 dataset. Energies are from the ωB97M-V functional and the def2-TZVPD basis.

```
! wB97M-V def2-TZVPD RIJCOSX def2/J DEFGRID3
* xyz 2 2
O -2.4869 1.0137 0.3696
C -1.3000 0.9170 0.2519
C -0.6006 -0.3897 0.7125
C 0.5791 -1.0122 -0.0910
C 1.8757 -0.4953 0.3931
C 3.0735 -0.4145 -0.2691
N -1.7211 -1.4086 0.9604
H -0.7160 1.5629 -0.4087
H -0.2852 -0.1633 1.7430
H 0.3791 -0.6539 -1.1287
H 0.4382 -2.1036 -0.0755
H 1.8365 0.0574 1.3351
H 3.3192 -0.5336 -1.3175
H 3.9424 -0.1379 0.3385
H -2.5050 -1.1148 1.5407
H -1.3276 -2.2514 1.3788
H -2.0635 -1.6048 0.0147
H 1.2545 2.2179 -1.4972
H -0.0408 2.1796 -2.1904
O 0.6571 1.5837 -1.8765
*
```

Output
- <S²> = 0.753
- HOMO-LUMO gap (alpha / beta) (eV) = 8.817 / 5.123
- ΔE to the lowest compared entry with this formula, charge and spin (kcal/mol) = 25.39
- strongest force on any atom (eV Å⁻¹) = 2.6
- highest occupied orbital energy (alpha / beta) (eV) = -18.171 / -18.142

Here is a 2-piece molecular cluster, C5H12NO2P overall in a non-equilibrium geometry from the OMol25 dataset. Energies are from the ωB97M-V functional and the def2-TZVPD basis.

```
! wB97M-V def2-TZVPD RIJCOSX def2/J DEFGRID3
* xyz 0 1
C -2.5920 1.5733 -1.3461
C -1.0506 -0.2906 1.1831
C 1.7910 -1.0555 0.7606
C 0.5622 -1.3115 -1.3125
C -0.2058 0.4809 0.1751
N 0.9906 -0.3715 -0.2706
O -2.0641 1.2404 -2.3088
O -3.1511 1.9121 -0.4076
P 0.5278 1.9858 0.9317
H -1.8719 0.3622 1.4796
H -1.4933 -1.1727 0.7128
H -0.5463 -0.6108 2.1023
H 2.0708 -0.3305 1.5264
H 1.1935 -1.8429 1.2157
H 2.6908 -1.4906 0.3239
H -0.0552 -2.0876 -0.8633
H -0.0343 -0.7740 -2.0470
H 1.4225 -1.7756 -1.7958
H 1.5905 0.3319 -0.7082
H 0.8984 2.5473 -0.3063
H -0.6734 2.6798 0.9550
*
```

Output
- HOMO-LUMO gap (eV) = 6.745
- ΔE to the lowest compared entry with this formula, charge and spin (kcal/mol) = 73.21
- strongest force on any atom (eV Å⁻¹) = 1.9
- highest occupied orbital energy (eV) = -6.159

Here is a 2-piece molecular cluster, C5H12NO2P overall in a non-equilibrium geometry from the OMol25 dataset. Energies are from the ωB97M-V functional and the def2-TZVPD basis.

```
! wB97M-V def2-TZVPD RIJCOSX def2/J DEFGRID3
* xyz 0 1
C -0.1553 3.0006 1.0808
C -0.3716 1.7879 0.6513
P 0.5109 0.2045 1.1728
C 1.9763 0.5290 2.1598
O -0.4542 -0.8028 1.7056
O 1.2349 -0.2501 -0.1205
H 0.5820 3.1837 1.7387
H -0.4833 3.9057 0.4910
H -1.2109 1.7444 0.0311
H 2.3272 -0.5217 2.4148
H 2.8966 0.7164 1.6672
H 1.7020 1.1198 3.0557
H 0.4682 -0.5043 -0.7408
C -0.0359 -1.7463 -2.6360
N -0.6944 -1.0862 -1.8327
C -1.9364 -1.7353 -1.2762
H -0.5405 -2.5867 -3.1622
H 0.8765 -1.4680 -3.0760
H -2.7814 -0.9267 -1.4268
H -2.1704 -2.7276 -1.7112
H -1.7404 -1.8364 -0.1865
*
```

Output
- SMILES = C=C[P@@](C)(=O)O.C=NC
- HOMO-LUMO gap (eV) = 10.586
- ΔE to the lowest compared entry with this formula, charge and spin (kcal/mol) = 32.06
- strongest force on any atom (eV Å⁻¹) = 3.6
- highest occupied orbital energy (eV) = -9.631

Here is an isolated ion of composition C5H12NO2S and charge +1 in a non-equilibrium geometry from the OMol25 dataset. Energies are from the ωB97M-V functional and the def2-TZVPD basis.

```
! wB97M-V def2-TZVPD RIJCOSX def2/J DEFGRID3
* xyz 1 1
C -0.5373 0.4178 -0.8098
C 0.9047 0.8579 -0.6512
C -0.9546 -0.3184 0.4396
C 3.3573 -0.0432 0.1699
C -3.4007 0.0083 0.4388
N -2.2904 -0.9562 0.2772
O 3.3968 1.1881 0.6331
O 4.4357 -0.7856 0.3561
S 1.9498 -0.6448 -0.5540
H -1.1345 1.3234 -0.9444
H -0.6396 -0.1840 -1.7321
H 1.2657 1.4469 -1.4914
H 1.0336 1.3990 0.2838
H -0.2307 -1.0884 0.7138
H -3.3597 0.7520 -0.3534
H -4.3632 -0.4979 0.4013
H -3.2897 0.5135 1.3960
H -2.4054 -1.4294 -0.6384
H -2.3713 -1.6654 1.0108
H 4.2374 1.3784 1.0866
H 4.3961 -1.6721 -0.0325
*
```

Output
- HOMO-LUMO gap (eV) = 5.789
- ΔE to the lowest compared entry with this formula, charge and spin (kcal/mol) = 77.54
- strongest force on any atom (eV Å⁻¹) = 1.3
- highest occupied orbital energy (eV) = -9.726